1.
Density functional theory data (wB97M-V/def2-TZVPD) for 24 unconnected molecules or ions with the total composition C26H101ClN2O26P in a non-equilibrium geometry.

Geometry as ORCA input:
```
! wB97M-V def2-TZVPD RIJCOSX def2/J DEFGRID3
* xyz 1 1
C 6.119 1.796 1.007
C 5.090 0.650 0.938
C 5.357 -0.416 -0.158
C 4.134 -0.573 -1.076
C 4.049 -1.989 -1.652
C 3.032 -2.134 -2.795
C 2.186 -3.412 -2.712
C 0.773 -3.292 -3.304
C -0.258 -3.098 -2.185
C -1.665 -2.838 -2.738
C -2.396 -1.539 -2.371
C -2.682 -1.251 -0.882
C -3.261 -2.525 -0.205
C -2.241 -3.459 0.491
C -2.336 -4.944 0.075
C -2.958 -5.841 1.172
C -3.808 -0.178 -0.822
Cl -5.374 -0.757 -1.451
N -3.456 1.038 -1.606
C -4.422 2.189 -1.407
C -4.433 2.688 0.024
C -4.135 3.289 -2.466
C -3.568 4.618 -1.967
C -2.994 5.413 -3.161
C -2.025 1.497 -1.487
C -1.020 0.589 -0.726
C 0.243 0.431 -1.588
N -1.543 -0.674 -0.179
C -1.775 -0.570 1.261
P -0.262 -0.798 2.262
O -0.517 -1.609 3.471
O 0.905 -1.386 1.385
O 0.220 0.663 2.683
H 6.331 2.020 2.053
H 5.678 2.704 0.592
H 7.027 1.558 0.465
H 5.026 0.165 1.911
H 4.114 1.108 0.770
H 6.245 -0.167 -0.729
H 5.488 -1.359 0.379
H 3.246 -0.430 -0.458
H 4.176 0.167 -1.876
H 5.039 -2.255 -2.028
H 3.814 -2.675 -0.835
H 2.404 -1.245 -2.894
H 3.624 -2.199 -3.711
H 2.095 -3.672 -1.652
H 2.712 -4.248 -3.169
H 0.567 -4.271 -3.734
H 0.715 -2.500 -4.048
H 0.096 -2.354 -1.472
H -0.284 -4.042 -1.641
H -1.560 -2.816 -3.823
H -2.323 -3.684 -2.540
H -1.843 -0.715 -2.830
H -3.352 -1.586 -2.897
H -3.975 -2.197 0.553
H -3.810 -3.088 -0.951
H -1.220 -3.092 0.399
H -2.451 -3.446 1.562
H -2.976 -5.041 -0.802
H -1.342 -5.323 -0.149
H -2.520 -6.834 1.140
H -4.021 -5.974 0.964
H -2.874 -5.401 2.161
H -4.023 0.094 0.206
H -3.601 0.767 -2.580
H -5.427 1.843 -1.622
H -5.081 3.553 0.103
H -4.894 1.933 0.664
H -3.442 2.878 0.435
H -5.080 3.510 -2.959
H -3.484 2.882 -3.244
H -4.361 5.205 -1.512
H -2.766 4.513 -1.237
H -2.514 4.724 -3.854
H -2.220 6.092 -2.805
H -3.755 5.998 -3.669
H -1.660 1.618 -2.503
H -1.999 2.493 -1.060
H -0.677 1.168 0.131
H 0.037 0.301 -2.646
H 0.911 -0.325 -1.189
H 0.782 1.381 -1.510
H -2.432 -1.353 1.628
H -2.228 0.380 1.576
H 1.065 -2.312 1.605
H -0.413 0.976 3.360
O -1.501 -4.380 3.944
H -1.060 -3.560 3.698
H -1.253 -4.502 4.870
O -7.525 2.315 0.249
H -7.587 1.607 -0.400
H -8.341 2.816 0.113
O -5.237 6.189 0.779
H -4.497 5.878 1.310
H -6.018 5.878 1.248
O 8.551 0.060 -0.537
H 9.315 0.249 0.022
H 8.241 -0.792 -0.216
O -1.965 0.483 4.785
H -1.925 0.188 5.703
H -2.101 -0.337 4.292
O 10.297 1.334 -2.679
H 11.072 0.791 -2.504
H 9.633 1.017 -2.055
O 5.691 1.600 4.201
H 4.747 1.677 4.357
H 5.939 0.761 4.608
O -4.771 1.920 5.502
H -5.069 2.581 4.871
H -3.824 1.836 5.342
O 0.146 -5.236 6.239
H 0.225 -6.189 6.123
H 0.802 -5.019 6.915
O 1.795 -6.303 -4.803
H 1.778 -7.258 -4.915
H 1.542 -5.955 -5.665
O 2.819 -3.838 6.447
H 2.582 -3.143 5.827
H 3.774 -3.899 6.361
O 8.096 3.460 3.611
H 7.475 2.791 3.919
H 7.684 3.822 2.822
O -4.102 8.559 -4.293
H -3.363 8.261 -3.759
H -4.875 8.254 -3.795
O 1.797 -0.641 5.592
H 1.686 0.294 5.791
H 1.232 -0.797 4.821
O -0.568 -5.497 9.392
H -1.066 -6.304 9.548
H -0.640 -5.347 8.443
O -5.441 7.940 -1.867
H -6.340 8.225 -1.674
H -5.232 7.319 -1.159
O -1.279 -4.353 -5.870
H -2.187 -4.433 -5.563
H -1.232 -3.481 -6.275
O 12.966 2.443 -3.436
H 13.384 3.033 -4.069
H 12.023 2.491 -3.637
O 1.067 -0.327 -4.886
H 0.750 0.308 -5.537
H 1.970 -0.517 -5.162
O 4.315 -1.736 4.682
H 4.101 -2.005 3.783
H 3.576 -1.164 4.944
O -6.232 8.868 -6.581
H -5.836 9.572 -7.102
H -5.758 8.900 -5.744
O -10.182 2.277 1.159
H -11.037 2.436 1.571
H -9.734 1.651 1.737
O 8.620 -0.143 2.618
H 8.382 0.763 2.844
H 8.142 -0.698 3.242
*
```

Computed properties:
**LUMO**: -0.0959 hartree
**Highest occupied orbital energy**: -12.02 eV
**ΔE to the lowest compared entry with this formula, charge and spin**: 0.0 kcal/mol


2.
Density functional theory data (wB97M-V/def2-TZVPD) for a molecular structure, C26H14AsF5N9ReS in a non-equilibrium geometry.

Geometry as ORCA input:
```
! wB97M-V def2-TZVPD RIJCOSX def2/J DEFGRID3
* xyz 1 2
Re 1.375 0.624 -1.186
N 2.990 3.538 -0.115
C 1.647 3.579 -0.323
N 0.851 4.603 -0.125
N -0.372 4.180 -0.474
N -0.364 2.953 -0.842
N 0.917 2.509 -0.762
C 3.724 2.420 -0.339
N 5.030 2.334 -0.371
N 5.307 1.041 -0.620
N 4.248 0.338 -0.750
N 3.181 1.175 -0.562
H 3.480 4.401 0.075
F 1.253 -4.780 -5.158
C 1.066 -3.549 -4.736
C 0.389 -2.635 -5.535
F -0.040 -3.005 -6.726
C 0.158 -1.345 -5.085
F -0.503 -0.493 -5.849
C 0.597 -0.940 -3.827
S 0.209 0.644 -3.185
C 1.300 -1.868 -3.084
F 1.772 -1.453 -1.858
C 1.546 -3.159 -3.494
F 2.216 -3.998 -2.722
C 0.856 -2.729 4.551
C 1.622 -1.591 4.329
C 1.433 -0.844 3.180
C 0.467 -1.249 2.264
C -0.292 -2.393 2.467
C -0.092 -3.133 3.623
As 0.029 -0.060 0.794
C -1.640 -0.620 0.032
C -1.861 -1.681 -0.831
C -3.135 -1.876 -1.344
C -4.152 -0.993 -1.004
C -3.921 0.074 -0.146
C -2.656 0.277 0.389
C -2.260 1.351 1.321
C -3.095 2.311 1.874
C -2.583 3.253 2.755
C -1.241 3.247 3.108
C -0.390 2.294 2.567
C -0.907 1.368 1.681
H 1.002 -3.304 5.455
H 2.362 -1.287 5.057
H 2.030 0.040 2.988
H -1.034 -2.698 1.740
H -0.681 -4.022 3.802
H -1.056 -2.360 -1.092
H -3.333 -2.708 -2.005
H -5.141 -1.140 -1.418
H -4.731 0.750 0.093
H -4.147 2.333 1.620
H -3.239 4.004 3.173
H -0.856 3.987 3.796
H 0.661 2.284 2.832
*
```

Computed properties:
**LUMO (spin up / spin down)**: -0.2151 / -0.2068 hartree
**Highest occupied orbital energy (spin up / spin down)**: -11.78 / -11.78 eV
**ΔE to the lowest compared entry with this formula, charge and spin**: 18.2 kcal/mol


3.
Density functional theory data (wB97M-V/def2-TZVPD) for a molecular structure, C26H16Br2N3O2PdS2.

Geometry as ORCA input:
```
! wB97M-V def2-TZVPD RIJCOSX def2/J DEFGRID3
* xyz -1 1
Pd -0.201 0.046 0.193
C -2.293 3.094 0.011
C -0.844 3.475 0.037
C -0.442 4.824 0.144
C 0.886 5.136 0.143
C 1.849 4.106 0.073
C 3.250 4.304 0.081
Br 3.968 6.064 0.155
C 4.105 3.240 0.045
C 3.618 1.932 0.017
Br 4.857 0.504 -0.007
C 2.255 1.634 0.017
O 1.805 0.436 0.007
C 1.362 2.780 0.010
N 0.034 2.505 -0.038
H -2.936 3.972 0.041
H -2.518 2.444 0.859
H -2.521 2.513 -0.885
H -1.195 5.598 0.209
H 1.215 6.164 0.205
H 5.175 3.399 0.052
S -2.348 -0.511 0.233
C -2.656 -1.212 1.799
C -3.844 -1.884 2.041
C -4.110 -2.438 3.291
C -5.335 -3.129 3.505
N -6.337 -3.672 3.664
C -3.157 -2.308 4.316
C -1.971 -1.624 4.072
C -1.702 -1.064 2.825
S -0.243 -0.164 2.546
C -3.388 -2.873 5.604
N -3.570 -3.334 6.642
H -4.576 -1.985 1.250
H -1.239 -1.526 4.863
C -0.034 -4.621 -1.130
C 0.087 -3.126 -1.313
O 0.400 -2.427 -0.374
C -0.177 -2.549 -2.660
C -0.415 -3.372 -3.763
C -0.631 -2.832 -5.020
C -0.611 -1.457 -5.194
C -0.379 -0.629 -4.105
C -0.166 -1.170 -2.847
H 0.144 -4.847 -0.082
H 0.693 -5.148 -1.747
H -1.029 -4.967 -1.415
H -0.429 -4.446 -3.643
H -0.813 -3.486 -5.863
H -0.780 -1.030 -6.174
H -0.368 0.445 -4.230
H -0.003 -0.475 -2.024
*
```

Computed properties:
**LUMO (spin up / spin down)**: 0.0687 / 0.0687 hartree
**Highest occupied orbital energy (spin up / spin down)**: -4.72 / -4.72 eV
**ΔE to the lowest compared entry with this formula, charge and spin**: 31.1 kcal/mol


4.
Density functional theory data (wB97M-V/def2-TZVPD) for a molecular structure, C26H17AuGeN2S2Se3Te in a non-equilibrium geometry.

Geometry as ORCA input:
```
! wB97M-V def2-TZVPD RIJCOSX def2/J DEFGRID3
* xyz -1 4
Au 1.616 0.733 -0.920
S 2.972 2.783 -0.358
C 1.840 3.436 0.767
C 2.300 4.242 1.808
C 1.439 4.700 2.795
C 1.906 5.559 3.808
N 2.282 6.282 4.617
C 0.078 4.311 2.780
C -0.399 3.579 1.707
C 0.446 3.188 0.673
S -0.285 2.483 -0.709
C -0.803 4.635 3.829
N -1.555 4.853 4.668
H 3.345 4.515 1.840
H -1.442 3.300 1.650
Se 5.249 0.417 -0.614
Se 7.308 -0.343 -0.808
Te 5.044 -3.492 -0.465
Se 3.781 -1.411 -0.243
C -2.360 -0.533 -5.076
C -1.947 -1.776 -4.626
C -1.388 -1.916 -3.367
C -1.228 -0.817 -2.533
C -1.685 0.416 -2.987
C -2.250 0.563 -4.239
Ge -0.184 -0.898 -0.840
C -1.336 -0.392 0.697
C -0.788 -0.357 1.975
C -1.527 0.083 3.058
C -2.829 0.513 2.873
C -3.392 0.472 1.609
C -2.650 0.024 0.532
C 0.400 -2.772 -0.552
C 1.254 -3.374 -1.468
C 1.695 -4.672 -1.284
C 1.318 -5.366 -0.147
C 0.475 -4.774 0.778
C -0.002 -3.494 0.563
H -2.760 -0.416 -6.073
H -2.049 -2.638 -5.270
H -1.069 -2.895 -3.028
H -1.585 1.282 -2.352
H -2.584 1.539 -4.565
H 0.238 -0.679 2.122
H -1.092 0.093 4.048
H -3.399 0.889 3.711
H -4.416 0.789 1.464
H -3.086 0.001 -0.459
H 1.579 -2.805 -2.331
H 2.335 -5.141 -2.019
H 1.693 -6.365 0.020
H 0.185 -5.311 1.671
H -0.687 -3.043 1.271
*
```

Computed properties:
**LUMO (spin up / spin down)**: 0.0517 / -0.0161 hartree
**Highest occupied orbital energy (spin up / spin down)**: -4.61 / -5.13 eV


5.
Density functional theory data (wB97M-V/def2-TZVPD) for a molecular structure, C26H17ClN5ORuS in a non-equilibrium geometry.

Geometry as ORCA input:
```
! wB97M-V def2-TZVPD RIJCOSX def2/J DEFGRID3
* xyz 3 1
Ru -0.168 0.326 -0.298
Cl -5.047 -2.713 4.149
C -4.113 -2.132 2.894
C -4.523 -2.341 1.548
C -3.764 -1.860 0.536
C -2.556 -1.116 0.796
O -1.907 -0.658 -0.191
C -2.122 -0.943 2.173
C -0.880 -0.299 2.543
N -0.037 0.266 1.749
C 1.163 0.870 2.246
C 1.466 1.120 3.562
C 2.702 1.690 3.912
C 3.632 1.988 2.954
C 3.347 1.753 1.589
C 4.258 2.023 0.542
C 3.897 1.773 -0.755
C 2.619 1.278 -1.026
N 1.740 1.012 -0.068
C 2.094 1.221 1.244
C -2.911 -1.447 3.179
H -5.435 -2.889 1.351
H -4.040 -2.015 -0.499
H -0.653 -0.326 3.605
H 0.773 0.886 4.360
H 2.916 1.886 4.953
H 4.590 2.413 3.225
H 5.237 2.421 0.776
H 4.572 1.963 -1.577
H 2.305 1.097 -2.046
H -2.618 -1.331 4.216
N -1.009 1.376 -4.155
C -0.257 0.268 -4.564
C 0.021 -0.247 -5.822
C 0.805 -1.383 -5.857
C 1.292 -1.984 -4.684
C 1.009 -1.471 -3.435
C 0.219 -0.325 -3.392
N -0.250 0.434 -2.317
C -0.972 1.429 -2.824
C -1.568 2.379 -1.911
C -2.392 3.432 -2.140
S -2.770 4.215 -0.675
C -1.825 3.100 0.180
N -1.250 2.198 -0.572
H -1.474 2.028 -4.770
H -0.356 0.211 -6.726
H 1.049 -1.824 -6.813
H 1.901 -2.874 -4.765
H 1.382 -1.937 -2.532
H -2.790 3.779 -3.081
H -1.696 3.162 1.251
*
```

Computed properties:
**LUMO (spin up / spin down)**: -0.4634 / -0.4651 hartree
**Highest occupied orbital energy (spin up / spin down)**: -16.36 / -16.32 eV


6.
Density functional theory data (wB97M-V/def2-TZVPD) for a molecular structure, C26H17N5O3PtS in a non-equilibrium geometry.

Geometry as ORCA input:
```
! wB97M-V def2-TZVPD RIJCOSX def2/J DEFGRID3
* xyz -2 1
Pt 0.828 1.058 -0.003
O -0.132 2.785 0.431
C 0.363 3.946 0.165
C -0.516 5.060 0.301
C -0.098 6.355 0.141
C 1.239 6.638 -0.176
C 2.107 5.582 -0.336
C 1.717 4.241 -0.198
C 2.743 3.247 -0.450
N 2.551 1.988 -0.434
N 3.610 1.145 -0.744
C 3.232 -0.102 -0.659
O 2.063 -0.529 -0.335
C 4.264 -1.144 -0.948
C 3.963 -2.481 -0.727
C 4.916 -3.465 -0.956
C 6.178 -3.122 -1.420
C 6.476 -1.786 -1.659
C 5.527 -0.803 -1.423
H -1.546 4.834 0.545
H -0.807 7.166 0.269
H 1.579 7.657 -0.307
H 3.145 5.780 -0.588
H 3.749 3.591 -0.685
H 2.972 -2.730 -0.372
H 4.671 -4.505 -0.776
H 6.921 -3.889 -1.605
H 7.453 -1.509 -2.039
H 5.742 0.241 -1.606
C -6.954 -3.740 1.225
C -6.894 -4.410 2.575
O -7.414 -5.470 2.808
S -6.117 -3.503 3.922
C -4.785 -2.656 3.119
C -3.755 -3.373 2.511
C -2.731 -2.710 1.862
C -2.685 -1.303 1.812
C -3.733 -0.599 2.438
C -4.761 -1.263 3.080
C -1.619 -0.613 1.190
C -0.703 0.015 0.682
H -7.107 -4.498 0.459
H -6.057 -3.166 1.010
H -7.804 -3.056 1.226
H -3.768 -4.456 2.548
H -1.939 -3.269 1.382
H -3.718 0.482 2.400
H -5.559 -0.706 3.558
N 0.409 1.390 -2.500
C 0.781 0.959 -3.518
N 1.238 0.549 -4.664
C 0.611 0.220 -5.748
N 0.153 -0.075 -6.782
*
```

Computed properties:
**LUMO**: 0.1376 hartree
**Highest occupied orbital energy**: -1.90 eV
**ΔE to the lowest compared entry with this formula, charge and spin**: 11.6 kcal/mol


7.
Density functional theory data (wB97M-V/def2-TZVPD) for a molecular structure, C26H18BBr2Cl5N9O4Tc in a non-equilibrium geometry.

Geometry as ORCA input:
```
! wB97M-V def2-TZVPD RIJCOSX def2/J DEFGRID3
* xyz 2 3
Tc -0.709 0.145 0.351
C 3.673 0.259 -0.431
C 2.506 -0.444 0.005
N 1.379 0.229 -0.350
N 1.749 1.297 -1.036
C 3.094 1.344 -1.143
B 0.785 2.539 -1.170
N 0.258 2.954 0.224
C 0.490 4.011 1.069
C 0.151 3.693 2.407
C -0.274 2.397 2.371
N -0.188 1.875 1.040
N -0.502 1.949 -1.971
C -1.247 2.403 -3.002
C -2.287 1.487 -3.340
C -2.099 0.402 -2.474
N -1.088 0.772 -1.521
N 1.270 3.712 -2.020
C 1.494 3.544 -3.358
C 2.392 4.554 -3.749
C 2.651 5.247 -2.532
N 1.947 4.789 -1.521
H 4.717 0.190 -0.318
H 2.419 -1.356 0.570
H 3.567 2.105 -1.823
H 0.874 4.911 0.668
H 0.238 4.401 3.255
H -0.538 1.708 3.202
H -1.055 3.305 -3.590
H -2.787 1.510 -4.281
H -2.605 -0.509 -2.283
H 1.064 2.770 -3.952
H 2.602 4.721 -4.782
H 3.228 6.135 -2.449
Br 4.974 -0.842 6.488
C 4.435 0.798 5.631
Br 4.698 0.704 3.725
H 5.043 1.556 6.032
H 3.343 0.870 5.686
O 0.239 -1.983 0.246
C -0.835 -2.505 -0.214
O -1.809 -1.644 -0.330
C -0.888 -3.904 -0.625
C 0.077 -4.823 -0.107
C 0.135 -6.098 -0.676
C -0.760 -6.363 -1.729
C -1.686 -5.474 -2.243
C -1.763 -4.203 -1.685
N -0.477 -7.514 -2.540
O -1.225 -7.668 -3.515
O 0.548 -8.125 -2.366
H 0.760 -4.531 0.689
H 0.840 -6.924 -0.335
H -2.289 -5.836 -3.085
H -2.570 -3.550 -1.997
Cl -0.420 -1.262 3.141
C -2.005 -0.655 2.892
C -2.155 0.240 1.765
C -3.457 0.704 1.502
Cl -3.482 1.993 0.284
C -4.533 0.417 2.323
Cl -6.033 1.136 1.949
C -4.357 -0.426 3.462
Cl -5.649 -0.468 4.582
C -3.083 -0.986 3.725
Cl -2.787 -1.687 5.260
*
```

Computed properties:
**LUMO (spin up / spin down)**: -0.3121 / -0.3778 hartree
**Highest occupied orbital energy (spin up / spin down)**: -13.82 / -13.82 eV